Entry 1:
A molecular structure, C6H12O, computed with wB97M-V/def2-TZVPD.

Geometry (Å):
C (0.592, 1.934, -0.834)
C (-0.400, 0.839, -0.630)
O (-0.113, -0.109, -1.899)
C (-0.457, -1.140, -1.013)
C (-0.152, -0.345, 0.292)
C (-1.155, -0.718, 1.374)
C (1.298, -0.489, 0.750)
H (0.142, 2.781, -1.350)
H (1.137, 2.259, 0.054)
H (1.284, 1.425, -1.505)
H (-1.461, 1.138, -0.598)
H (0.063, -2.099, -1.098)
H (-1.546, -1.272, -1.057)
H (-2.180, -0.477, 1.069)
H (-0.971, -0.268, 2.354)
H (-1.101, -1.808, 1.498)
H (1.593, 0.199, 1.557)
H (1.984, -0.340, -0.089)
H (1.441, -1.507, 1.126)

## Properties
Lowest unoccupied orbital energy = 0.94 eV
Total charge = 0
Strongest force on any atom = 2.5 eV/Å
HOMO energy = -9.5 eV
Energy = -310.99335 hartree
Multiplicity = 1
Orbital gap = 10.44 eV

***

Entry 2:
A molecular structure, C39H31IN8O2Tl, computed with wB97M-V/def2-TZVPD.

Geometry (Å):
Tl (0.694, -0.141, 0.609)
O (-0.699, 1.945, -3.459)
C (-1.880, 1.314, -3.667)
C (-2.746, 1.855, -4.612)
C (-3.961, 1.248, -4.859)
C (-4.335, 0.092, -4.172)
C (-3.478, -0.444, -3.230)
C (-2.241, 0.154, -2.957)
C (-1.327, -0.384, -1.914)
O (-0.171, 0.137, -1.781)
N (-1.778, -1.391, -1.149)
N (-0.847, -1.742, -0.244)
C (-0.939, -2.877, 0.329)
C (0.173, -3.390, 1.148)
C (0.101, -4.654, 1.716)
C (1.225, -5.186, 2.323)
C (2.397, -4.447, 2.333)
C (2.378, -3.180, 1.768)
N (1.288, -2.653, 1.203)
H (-0.217, 1.375, -2.822)
H (-2.438, 2.746, -5.148)
H (-4.627, 1.674, -5.602)
H (-5.286, -0.383, -4.377)
H (-3.740, -1.341, -2.685)
H (-1.778, -3.528, 0.099)
H (-0.828, -5.212, 1.663)
H (1.191, -6.172, 2.773)
H (3.311, -4.834, 2.768)
H (3.272, -2.567, 1.765)
C (2.829, 2.172, -0.833)
N (1.679, 2.313, 0.054)
C (0.727, 3.375, -0.294)
C (-0.704, 2.930, -0.225)
N (-1.140, 1.813, 0.275)
C (-2.534, 1.834, 0.060)
C (-3.516, 0.876, 0.321)
C (-4.815, 1.164, -0.044)
C (-5.154, 2.378, -0.664)
C (-4.195, 3.334, -0.935)
C (-2.891, 3.028, -0.560)
N (-1.696, 3.715, -0.717)
C (2.883, 0.821, -1.486)
N (2.340, -0.270, -1.024)
C (2.662, -1.299, -1.924)
C (2.307, -2.646, -1.946)
C (2.801, -3.418, -2.979)
C (3.628, -2.874, -3.975)
C (3.973, -1.536, -3.972)
C (3.463, -0.769, -2.930)
N (3.586, 0.585, -2.617)
H (3.755, 2.305, -0.275)
H (2.821, 2.938, -1.608)
H (2.005, 2.441, 1.001)
H (0.915, 3.731, -1.308)
H (0.853, 4.233, 0.368)
H (-3.275, -0.088, 0.753)
H (-5.593, 0.428, 0.135)
H (-6.184, 2.561, -0.947)
H (-4.445, 4.270, -1.422)
H (-1.575, 4.588, -1.197)
H (1.660, -3.065, -1.188)
H (2.543, -4.471, -3.027)
H (3.998, -3.515, -4.766)
H (4.603, -1.108, -4.744)
H (4.082, 1.274, -3.154)
I (3.710, 0.296, 2.140)
C (2.590, 0.343, 3.899)
C (3.332, 0.382, 5.039)
C (2.697, 0.493, 6.291)
C (1.342, 0.580, 6.341)
C (0.553, 0.529, 5.163)
C (-0.856, 0.621, 5.281)
C (-1.655, 0.536, 4.187)
C (-1.069, 0.343, 2.917)
C (0.284, 0.281, 2.746)
C (1.163, 0.381, 3.874)
H (4.413, 0.337, 4.988)
H (3.294, 0.524, 7.194)
H (0.833, 0.689, 7.293)
H (-1.279, 0.754, 6.272)
H (-2.735, 0.609, 4.276)
H (-1.730, 0.239, 2.072)

## Properties
Lowest unoccupied orbital energy = -2.70 eV
Total charge = +1
Strongest force on any atom = 0.5 eV/Å
HOMO energy = -10.0 eV
Energy = -2563.34410 hartree
Multiplicity = 1
Orbital gap = 7.30 eV

***

Entry 3:
A molecular structure, C5H8BrI, computed with wB97M-V/def2-TZVPD.

Geometry (Å):
C (-1.547, -1.370, 0.231)
C (-0.989, 0.183, -0.138)
C (1.167, -0.490, -1.061)
C (0.803, 0.938, 1.153)
C (0.406, 0.633, -0.279)
Br (-3.366, -1.652, 0.178)
I (-2.447, 1.659, -0.191)
H (-0.886, -2.145, 0.254)
H (1.469, -1.277, -0.425)
H (1.916, -0.022, -1.603)
H (0.467, -0.959, -1.708)
H (1.869, 1.043, 1.265)
H (0.462, 0.073, 1.670)
H (0.221, 1.767, 1.442)
H (0.454, 1.621, -0.789)

## Properties
Lowest unoccupied orbital energy (spin up / spin down) = 0.09 / 0.06 eV
Total charge = 0
Strongest force on any atom = 9.9 eV/Å
HOMO energy (spin up / spin down) = -8.0 / -7.9 eV
Energy = -3066.89455 hartree
Multiplicity = 1
Orbital gap (spin up / spin down) = 8.11 / 8.00 eV

***

Entry 4:
C26H28N2O4S in the gas phase, computed with wB97M-V/def2-TZVPD.

Geometry (Å):
C (8.153, 0.540, 2.626)
C (6.858, -0.041, 2.078)
O (6.711, 0.451, 0.758)
C (5.693, 0.055, -0.053)
C (5.780, 0.553, -1.350)
C (4.832, 0.261, -2.311)
C (3.767, -0.562, -1.994)
C (2.696, -0.908, -2.995)
N (1.407, -0.385, -2.590)
C (0.422, -1.175, -2.111)
O (0.502, -2.389, -2.066)
C (-0.811, -0.444, -1.687)
C (-2.042, -1.058, -1.896)
C (-3.207, -0.415, -1.533)
C (-3.157, 0.834, -0.933)
S (-4.659, 1.686, -0.496)
C (-5.675, 0.358, 0.111)
C (-7.025, 0.365, -0.202)
C (-7.846, -0.632, 0.291)
C (-7.337, -1.645, 1.092)
C (-8.217, -2.743, 1.605)
C (-5.980, -1.631, 1.400)
C (-5.150, -0.635, 0.925)
C (-1.923, 1.460, -0.704)
N (-1.910, 2.710, -0.091)
C (-0.874, 3.593, 0.027)
C (-1.288, 4.861, 0.743)
O (0.244, 3.396, -0.391)
C (-0.756, 0.804, -1.081)
C (3.663, -1.062, -0.702)
C (4.599, -0.768, 0.279)
O (4.503, -1.247, 1.564)
C (3.411, -2.069, 1.896)
H (8.991, 0.231, 2.008)
H (8.103, 1.626, 2.621)
H (8.312, 0.194, 3.643)
H (6.905, -1.136, 2.073)
H (6.009, 0.269, 2.698)
H (6.623, 1.186, -1.578)
H (4.933, 0.667, -3.306)
H (2.574, -1.993, -3.065)
H (2.953, -0.508, -3.981)
H (1.309, 0.617, -2.545)
H (-2.070, -2.034, -2.353)
H (-4.165, -0.882, -1.710)
H (-7.425, 1.149, -0.827)
H (-8.898, -0.622, 0.043)
H (-9.266, -2.468, 1.532)
H (-8.061, -3.650, 1.020)
H (-7.982, -2.972, 2.642)
H (-5.567, -2.408, 2.028)
H (-4.100, -0.633, 1.177)
H (-2.818, 3.009, 0.247)
H (-1.660, 4.626, 1.738)
H (-2.075, 5.364, 0.186)
H (-0.429, 5.520, 0.827)
H (0.187, 1.282, -0.869)
H (2.822, -1.698, -0.476)
H (2.458, -1.546, 1.770)
H (3.401, -2.989, 1.303)
H (3.549, -2.320, 2.947)

## Properties
Lowest unoccupied orbital energy = 0.54 eV
Total charge = 0
Strongest force on any atom = 0.7 eV/Å
HOMO energy = -7.9 eV
Energy = -1816.25343 hartree
Structure (SMILES) = CCOc1ccc(CNC(=O)c2ccc(Sc3ccc(C)cc3)c(NC(C)=O)c2)cc1OC
Multiplicity = 1
Orbital gap = 8.40 eV

***

Entry 5:
8 unconnected molecules or ions with the total composition C14H44O15, computed with wB97M-V/def2-TZVPD.

Geometry (Å):
O (-5.138, 5.970, -25.919)
C (-5.694, 5.110, -26.862)
C (-5.953, 5.835, -28.130)
O (-6.722, 5.037, -28.980)
H (-5.023, 5.426, -25.117)
H (-5.181, 4.125, -26.955)
H (-6.652, 4.813, -26.419)
H (-5.043, 6.235, -28.600)
H (-6.502, 6.780, -28.022)
H (-6.137, 4.224, -29.152)
O (-3.838, 7.296, -32.036)
C (-4.371, 6.054, -31.746)
C (-5.825, 6.066, -31.969)
O (-6.469, 4.860, -31.693)
H (-4.153, 7.907, -31.377)
H (-3.953, 5.264, -32.369)
H (-4.104, 5.808, -30.694)
H (-6.135, 6.487, -32.977)
H (-6.182, 6.917, -31.330)
H (-5.850, 4.280, -32.132)
O (-8.486, 3.267, -30.679)
C (-9.135, 2.828, -31.881)
C (-10.327, 1.927, -31.581)
O (-11.616, 2.591, -31.754)
H (-7.902, 4.089, -30.832)
H (-9.525, 3.718, -32.328)
H (-8.377, 2.374, -32.553)
H (-10.234, 1.485, -30.558)
H (-10.304, 1.107, -32.228)
H (-12.348, 1.975, -31.814)
O (-9.242, 5.394, -28.445)
C (-9.160, 5.215, -27.059)
C (-10.542, 5.526, -26.420)
O (-11.457, 5.680, -27.434)
H (-8.347, 5.231, -28.880)
H (-8.745, 4.273, -26.806)
H (-8.377, 5.911, -26.802)
H (-10.481, 6.389, -25.673)
H (-10.662, 4.586, -25.805)
H (-12.287, 5.808, -26.887)
O (-9.620, 8.370, -27.255)
C (-8.466, 9.031, -27.587)
C (-7.493, 8.943, -26.426)
O (-6.210, 9.191, -26.795)
H (-10.023, 8.761, -26.465)
H (-8.209, 8.427, -28.437)
H (-8.533, 10.017, -28.003)
H (-7.529, 7.944, -25.960)
H (-7.702, 9.636, -25.705)
H (-5.656, 9.038, -26.014)
O (-7.959, 9.270, -31.259)
C (-6.575, 9.505, -31.617)
C (-5.844, 9.566, -30.277)
O (-4.491, 9.693, -30.580)
H (-8.290, 9.971, -30.687)
H (-6.169, 8.827, -32.380)
H (-6.523, 10.521, -31.955)
H (-5.868, 8.623, -29.724)
H (-6.097, 10.465, -29.681)
H (-4.307, 10.575, -30.886)
O (-10.816, 7.347, -29.508)
C (-11.723, 7.199, -30.549)
C (-11.650, 5.815, -31.197)
O (-11.270, 4.875, -30.192)
H (-10.579, 8.259, -29.511)
H (-12.758, 7.422, -30.228)
H (-11.479, 7.892, -31.290)
H (-10.881, 5.878, -31.970)
H (-12.506, 5.495, -31.701)
H (-11.321, 4.027, -30.656)
O (-8.555, 6.738, -31.013)
H (-8.197, 7.631, -31.105)
H (-7.830, 6.218, -31.455)

## Properties
Lowest unoccupied orbital energy = 0.39 eV
Total charge = 0
Strongest force on any atom = 3.7 eV/Å
HOMO energy = -7.4 eV
Energy = -1688.10111 hartree
Structure (SMILES) = OCCO.OCCO.OCCO.OCCO.OCCO.OCCO.OCCO.O
Multiplicity = 1
Orbital gap = 7.78 eV